Record 1
Formula: C12H16N2O
Source: the OMol25 dataset
Level of theory: ωB97M-V with the def2-TZVPD basis set

Each line ends with the Mulliken charge.
Geometry (Å):
1 C -0.40763 3.57835 -1.03973  -1.503
2 C -1.39104 0.57973 1.03367  -0.077
3 C -1.37662 1.53064 0.02331  -0.543
4 C -0.48283 0.59576 2.07871  0.403
5 C -0.43141 2.56050 0.07149  0.728
6 C 0.49522 1.57622 2.08374  -0.527
7 C 0.54635 2.51234 1.05850  -0.726
8 O -0.46785 -0.36416 3.05160  -0.610
9 H -2.22331 -0.12198 1.02181  0.317
10 H -2.12127 1.47104 -0.76081  0.351
11 H -1.07465 -1.06837 2.78744  0.346
12 H 1.29257 1.57220 2.81592  0.399
13 H -0.50163 3.10947 -2.02388  0.327
14 H 0.49492 4.18630 -1.06596  0.379
15 H 1.28297 3.30490 1.10371  0.338
16 H -1.25352 4.26224 -0.94690  0.346
17 C 1.36011 -0.80170 -0.76602  0.136
18 C 2.46803 -1.46725 -1.61691  -1.323
19 C 0.17173 -1.68229 -0.60320  0.795
20 C -0.05108 -2.57385 0.40364  -0.980
21 C -1.64449 -2.69548 -1.10021  -0.299
22 N -0.81815 -1.79150 -1.54564  -0.619
23 N -1.22365 -3.21414 0.07757  -0.020
24 H 1.82527 -0.65497 0.21361  0.172
25 H 1.08036 0.18466 -1.13156  0.076
26 H 2.02738 -2.14241 -2.35858  0.341
27 H 0.53847 -2.79575 1.27825  0.489
28 H -2.55708 -3.04706 -1.55435  0.427
29 H -1.72211 -3.86048 0.66278  0.193
30 H 3.18488 -1.99695 -0.99306  0.302
31 H 2.98009 -0.74602 -2.25897  0.361

As for the relative energy (zero: lowest compared OMol25 entry of this formula, charge and spin): 18.6 kcal per mole. The charge is 0.

Record 2
Formula: C19H25CoF6N5SSb
Source: the OMol25 dataset
Level of theory: ωB97M-V with the def2-TZVPD basis set

Each line ends with the Mulliken charge.
Geometry (Å):
1 Co 1.21040 -0.35419 -0.15095  1.177
2 C -3.17103 3.30010 1.47814  -0.788
3 C -2.63611 3.87876 0.17667  -0.544
4 N -1.18504 3.71197 0.05874  -0.145
5 C -0.53061 2.59805 -0.27737  0.460
6 S -1.47316 1.28249 -0.97940  -0.161
7 N 0.79747 2.67766 -0.19298  -0.947
8 N 1.52141 1.63756 -0.46082  0.619
9 C 2.92811 1.91830 -0.36901  -0.004
10 C 3.47198 3.17846 -0.93793  -1.620
11 C 3.71000 0.91436 0.21691  1.406
12 C 5.09585 1.06929 0.43192  -1.059
13 C 5.80678 0.05697 1.02993  -0.380
14 C 5.15019 -1.11239 1.40946  -0.954
15 C 3.79707 -1.22765 1.15033  0.005
16 N 3.08804 -0.25884 0.57495  0.000
17 H -4.24321 3.47860 1.54749  0.376
18 H -2.69113 3.76348 2.34004  0.333
19 H -3.00371 2.22237 1.51886  0.120
20 H -2.82631 4.94804 0.11148  0.406
21 H -3.11450 3.41044 -0.68093  0.288
22 H -0.58655 4.47445 0.35092  0.313
23 H 2.66763 3.80551 -1.31034  0.347
24 H 4.16023 2.97019 -1.76146  0.388
25 H 4.02397 3.74839 -0.18681  0.406
26 H 5.58199 1.98648 0.13392  0.405
27 H 6.86853 0.16881 1.20332  0.442
28 H 5.67660 -1.93226 1.87453  0.435
29 H 3.25692 -2.13655 1.38486  0.565
30 C -4.33789 -2.81157 -0.61039  -0.960
31 N -3.84893 -1.68204 -1.37685  0.181
32 C -4.47772 -0.43978 -0.98814  -0.877
33 C -2.40668 -1.61111 -1.48434  -2.749
34 C -1.67055 -1.32348 -0.18381  1.155
35 C -1.43318 -2.37598 0.69823  -0.113
36 C -0.74006 -2.20711 1.88505  -1.253
37 C -0.27230 -0.95113 2.23094  -0.534
38 C -0.51221 0.13939 1.39289  -1.045
39 C -1.19725 -0.05042 0.17592  1.149
40 H -5.41269 -2.90558 -0.76384  0.353
41 H -4.16183 -2.71761 0.47306  0.339
42 H -3.86509 -3.72899 -0.96327  0.331
43 H -5.56009 -0.55700 -1.03504  0.398
44 H -4.19657 0.35287 -1.68329  0.257
45 H -4.22168 -0.11971 0.03802  0.294
46 H -2.15106 -0.86075 -2.23776  0.778
47 H -2.04153 -2.56818 -1.86175  0.486
48 H -1.75536 -3.36677 0.40735  0.526
49 H -0.53940 -3.05689 2.52233  0.432
50 H 0.26595 -0.79555 3.15655  0.557
51 H -0.22842 1.13093 1.72394  0.563
52 F 0.73717 -1.45832 -1.70069  -0.901
53 Sb 1.68038 -3.22494 -1.65091  2.397
54 F 3.24176 -2.17847 -1.70276  -0.581
55 F 1.62156 -2.76283 0.20914  -0.529
56 F 2.57455 -4.82544 -1.36606  -0.507
57 F -0.04159 -3.95107 -1.48239  -0.533
58 F 1.59892 -3.27131 -3.50661  -0.507

As for the multiplicity: 6. As for the relative energy (zero: lowest compared OMol25 entry of this formula, charge and spin): 0.0 kcal per mole. Its expectation value of S² is 8.80. The charge is +1.

Record 3
Formula: C10H11BrClFO
Source: the OMol25 dataset
Level of theory: ωB97M-V with the def2-TZVPD basis set

Each line ends with the Mulliken charge.
Geometry (Å):
1 C 1.98634 -2.51279 -0.72561  -0.744
2 C 3.10948 -1.61256 -0.82254  -0.068
3 C 0.89226 -2.24671 -0.00562  0.170
4 C 3.28424 -0.56192 -0.01899  -0.167
5 C -1.90456 1.29409 0.10298  -0.524
6 C -1.73044 -0.22662 -0.02526  -0.949
7 C -0.42947 1.40487 0.53092  -1.073
8 C 0.63596 -1.00181 0.74881  -0.848
9 C 2.41671 -0.23688 1.12341  -0.003
10 C -0.18979 -0.01419 -0.04542  1.115
11 O 0.35140 0.00633 -1.34655  -0.541
12 F 2.78936 -0.85857 2.27346  -0.321
13 Cl -0.44518 -3.34242 -0.03589  -0.199
14 Br 4.80220 0.58246 -0.24169  -0.155
15 H 2.05021 -3.42058 -1.30298  0.419
16 H 3.82248 -1.81148 -1.60822  0.433
17 H -2.09911 1.78278 -0.85001  0.265
18 H -2.64140 1.63899 0.82186  0.338
19 H -2.06491 -0.75885 0.86326  0.323
20 H -2.14711 -0.70866 -0.90606  0.333
21 H 0.16055 2.19713 0.07320  0.337
22 H -0.31347 1.43865 1.61165  0.308
23 H 0.27186 -1.15208 1.75911  0.659
24 H 2.25267 0.81887 1.32752  0.481
25 H -0.18711 0.58763 -1.89347  0.412

As for the relative energy (zero: lowest compared OMol25 entry of this formula, charge and spin): 0.0 kcal per mole. The charge is 0.

Record 4
Formula: C6H8BrNO2
Source: the OMol25 dataset
Level of theory: ωB97M-V with the def2-TZVPD basis set

Each line ends with the Mulliken charge.
Geometry (Å):
1 C -2.13115 1.09279 1.18657  0.437
2 C -1.95507 -2.26919 -0.51248  0.714
3 C 5.15755 -0.72335 0.05834  -0.482
4 C -2.99654 1.12797 -1.09169  -0.990
5 C 3.89322 -0.44303 0.27955  -0.276
6 C -1.91843 1.37555 -0.05405  -0.030
7 N -2.14881 0.57509 2.27861  -0.423
8 O -3.03332 -2.58227 -0.29607  -0.370
9 O -0.85083 -2.06276 -0.70772  -0.340
10 Br -0.05944 1.82446 -0.54299  -0.142
11 H 5.61179 -1.03900 -0.96003  0.173
12 H 6.01713 -0.64924 0.73998  0.219
13 H -2.41861 0.98683 3.11426  0.274
14 H -4.08168 1.19411 -0.75260  0.325
15 H -3.03495 0.16898 -1.58175  0.224
16 H -2.81004 1.87332 -1.89263  0.318
17 H 3.60082 -0.14300 1.33915  0.205
18 H 3.15836 -0.30727 -0.60445  0.164

As for the relative energy (zero: lowest compared OMol25 entry of this formula, charge and spin): 57.2 kcal per mole. The charge is 0.

Record 5
Formula: ClHIOPS
Source: the OMol25 dataset
Level of theory: ωB97M-V with the def2-TZVPD basis set

Each line ends with the Mulliken charge.
Geometry (Å):
1 O 0.04965 -2.69288 -1.44413  -0.309
2 P 0.38117 -1.42346 -1.94545  0.533
3 S 0.03126 1.70629 1.83541  -0.212
4 Cl 2.13169 -0.80586 -0.93493  -0.220
5 I -2.36551 1.30216 1.85337  0.068
6 H -0.22826 1.91375 0.63573  0.141

As for the relative energy (zero: lowest compared OMol25 entry of this formula, charge and spin): 43.6 kcal per mole. The charge is 0.

Record 6
Formula: C17H40NP3SeSn
Source: the OMol25 dataset
Level of theory: ωB97M-V with the def2-TZVPD basis set

Each line ends with the Mulliken charge.
Geometry (Å):
1 Sn 1.09013 -0.19739 0.32246  0.887
2 P -0.40321 -2.84172 -0.55091  0.636
3 P 1.46769 -0.37731 -2.35432  0.793
4 P -0.53953 -0.76557 2.41151  0.792
5 H 1.69292 5.82488 0.36851  0.403
6 C 2.23101 5.38334 1.21290  -0.595
7 C 2.46895 4.08154 1.44944  -0.213
8 H 2.41187 3.25023 0.73235  0.153
9 C -2.11057 -2.78356 -1.28385  -1.561
10 C 0.30447 -4.00138 -1.80286  -1.284
11 C -0.76183 -4.11076 0.72134  -1.482
12 C 2.08632 1.23300 -2.95784  -1.197
13 C 2.74319 -1.51101 -2.97941  -1.236
14 C 0.13818 -0.67892 -3.59372  -1.153
15 C -0.64413 0.69761 3.50446  -1.164
16 C -0.04319 -2.06899 3.60359  -1.228
17 C -2.32500 -1.14415 2.20489  -1.007
18 H 2.61283 6.15553 1.91616  0.257
19 H 2.78483 3.79733 2.45165  0.238
20 H -2.41036 -3.83348 -1.44776  0.575
21 H -2.08942 -2.23969 -2.24431  0.408
22 H -2.79674 -2.30017 -0.56769  0.405
23 H -0.47702 -4.75881 -1.97166  0.542
24 H 1.20224 -4.48835 -1.38897  0.434
25 H 0.52966 -3.50046 -2.75472  0.298
26 H -1.19341 -4.95494 0.17041  0.547
27 H -1.49007 -3.76875 1.46414  0.366
28 H 0.16701 -4.44091 1.20409  0.455
29 H 2.36390 1.12613 -4.01866  0.504
30 H 2.96810 1.54298 -2.38025  0.431
31 H 1.30111 1.99371 -2.85957  0.350
32 H 3.05778 -1.12750 -3.95827  0.484
33 H 2.36616 -2.53289 -3.09222  0.368
34 H 3.60596 -1.52271 -2.30629  0.411
35 H 0.56315 -0.43558 -4.58360  0.491
36 H -0.72569 -0.02612 -3.38862  0.351
37 H -0.18980 -1.72916 -3.60166  0.278
38 H -1.29051 0.45024 4.36092  0.494
39 H -1.07064 1.54165 2.94940  0.339
40 H 0.35414 0.97180 3.87263  0.436
41 H -0.64209 -1.91421 4.51631  0.462
42 H 1.02378 -1.95909 3.85368  0.425
43 H -0.22979 -3.08460 3.21598  0.366
44 H -2.81393 -0.85884 3.14714  0.493
45 H -2.51112 -2.20750 2.00831  0.301
46 H -2.74985 -0.54686 1.38403  0.202
47 C -1.81563 2.30500 -0.34969  0.992
48 C -0.70227 3.13630 -0.15505  0.262
49 C -0.88200 4.46243 0.17117  -0.228
50 C -2.16726 5.01042 0.25878  -0.371
51 C -3.28644 4.20933 0.00009  -0.777
52 C -3.12032 2.86259 -0.32917  -0.384
53 Se -1.55826 0.48450 -0.70300  0.153
54 H 1.51696 1.45734 0.73996  -0.124
55 H 0.31540 2.74145 -0.22071  -0.180
56 H 0.01806 5.03812 0.34965  -0.198
57 H -2.29494 6.05300 0.54920  0.506
58 H -4.26679 4.69167 0.04496  0.446
59 H -3.96378 2.21607 -0.57718  0.517
60 N 2.40049 -2.29518 0.77431  -0.650
61 H 2.60550 -2.74938 -0.11683  0.222
62 H 1.90050 -2.94137 1.38591  0.178
63 H 3.27328 -2.02086 1.21844  0.382

As for the relative energy (zero: lowest compared OMol25 entry of this formula, charge and spin): 89.2 kcal per mole. The charge is +4.